No. 1
{
  "formula": "C11H20Cl2N2O2PRuSe",
  "method": "ωB97M-V/def2-TZVPD",
  "symbols": ["C", "C", "H", "H", "H", "O", "Cl", "Ru", "P", "C", "C", "H", "H", "H", "C", "H", "H", "H", "H", "H", "H", "C", "O", "Cl", "C", "N", "C", "C", "N", "C", "C", "Se", "H", "H", "H", "H", "H", "H", "H", "H"],
  "coordinates": [[-1.87449, 2.18572, -3.81895], [-1.22939, 1.71048, -2.58435], [-1.23251, 2.94407, -4.28992], [-2.85202, 2.63463, -3.58987], [-2.02574, 1.34416, -4.51069], [-0.16140, 1.97176, -2.09418], [-2.61569, 0.68800, -1.44730], [-0.88299, -0.40250, -0.53464], [0.91779, -1.26461, -1.63080], [2.49259, -0.66092, -0.96182], [1.13210, -3.07578, -1.69530], [-0.14705, -0.89332, -3.74997], [1.54133, -1.45185, -3.94804], [1.20707, 0.25306, -3.48708], [0.87972, -0.78716, -3.37850], [0.15847, -3.53656, -1.89864], [1.83573, -3.32538, -2.50201], [3.32920, -1.14027, -1.48791], [2.55158, -0.89956, 0.10889], [1.51431, -3.45342, -0.73970], [2.55383, 0.42722, -1.09219], [0.06268, 0.98872, 0.18724], [0.66629, 1.86443, 0.67664], [-2.03898, -2.37968, -1.18683], [-2.32153, 0.37778, 2.19996], [-1.09080, 0.33761, 2.96063], [-0.78820, 1.09384, 4.08955], [0.43307, 0.68200, 4.51800], [0.83586, -0.35111, 3.68326], [2.11748, -1.03349, 3.74535], [-0.11671, -0.57587, 2.74604], [-0.19284, -1.87347, 1.39512], [-2.08052, 0.37496, 1.10563], [-2.84812, 1.29465, 2.46640], [-2.93667, -0.51157, 2.41310], [-1.45490, 1.86111, 4.44708], [1.04032, 1.02173, 5.33937], [2.91572, -0.39697, 3.34233], [2.34861, -1.27605, 4.78509], [2.04734, -1.94947, 3.14697]],
  "s2": 6.031,
  "homo_lumo_gap_ev": [7.60, 5.63],
  "homo_ev": [-18.221, -19.909],
  "multiplicity": 5,
  "charge": 3
}


No. 2
{
  "formula": "C5H12Cl2Si",
  "method": "ωB97M-V/def2-TZVPD",
  "symbols": ["C", "C", "C", "Si", "C", "C", "Cl", "H", "H", "H", "H", "H", "H", "H", "H", "H", "H", "H", "Cl", "H"],
  "coordinates": [[-1.27946, 0.68843, -1.38776], [-0.26069, 0.04063, -0.97965], [0.21618, -1.11641, -1.78057], [0.68560, 0.62511, 0.52469], [2.06198, -0.67046, 0.82235], [-0.52297, 1.03048, 2.06631], [1.43924, 2.41032, 0.10845], [-1.59501, 1.66309, -1.00468], [-1.66868, 0.67653, -2.31061], [1.20856, -0.98866, -2.15194], [-0.54107, -1.39913, -2.54323], [0.58546, -1.97562, -1.21422], [2.90269, -0.53627, 0.10941], [2.54506, -0.23092, 1.69788], [1.67974, -1.64900, 0.98806], [-0.10354, 0.93759, 3.07705], [-0.80953, 2.08306, 1.86121], [-1.44156, 0.50142, 1.84972], [-2.84822, -1.55675, 0.43434], [-2.25378, -0.53345, -0.16681]],
  "homo_lumo_gap_ev": 10.84,
  "smiles": "C=C(C)[Si](C)(C)Cl.Cl",
  "homo_ev": -10.165,
  "multiplicity": 1
}


No. 3
{
  "formula": "C44H41N2OPPdSi",
  "method": "ωB97M-V/def2-TZVPD",
  "symbols": ["Pd", "C", "C", "C", "C", "C", "C", "P", "C", "C", "C", "C", "C", "C", "C", "C", "C", "C", "C", "C", "H", "H", "H", "H", "H", "H", "H", "H", "H", "H", "H", "H", "H", "H", "C", "C", "C", "C", "N", "C", "C", "C", "C", "C", "C", "N", "H", "H", "H", "H", "H", "H", "H", "H", "C", "C", "C", "C", "Si", "O", "C", "C", "C", "C", "C", "C", "C", "C", "C", "C", "C", "C", "H", "H", "H", "H", "H", "H", "H", "H", "H", "H", "H", "H", "H", "H", "H", "H", "H", "H", "H"],
  "coordinates": [[-0.54372, 1.41203, -0.10959], [1.85028, 0.38063, -4.62749], [2.35298, -0.41357, -3.60749], [2.34248, 0.04443, -2.30539], [1.82818, 1.30953, -2.01479], [1.31208, 2.09953, -3.03709], [1.34158, 1.63593, -4.34139], [1.83528, 1.79433, -0.25719], [3.63458, 2.01093, 0.04371], [4.56148, 1.85573, -0.98139], [5.90838, 2.05263, -0.73989], [6.34218, 2.40623, 0.52631], [5.42428, 2.56173, 1.55301], [4.07558, 2.36093, 1.31711], [1.19238, 3.50353, -0.25829], [1.84118, 4.73033, -0.24979], [1.06648, 5.87983, -0.21739], [-0.31612, 5.79123, -0.20339], [-0.96312, 4.55863, -0.20029], [-0.20882, 3.39543, -0.22059], [1.82978, 0.01493, -5.64229], [2.74928, -1.39557, -3.81909], [2.71508, -0.57687, -1.49809], [0.90238, 3.07563, -2.81099], [0.97198, 2.26313, -5.13849], [4.23068, 1.58603, -1.97249], [6.61848, 1.93063, -1.54529], [7.39448, 2.56183, 0.71041], [5.76678, 2.83793, 2.53981], [3.36178, 2.48773, 2.12031], [2.92188, 4.78613, -0.25299], [1.54138, 6.85133, -0.19899], [-0.90532, 6.69703, -0.19309], [-2.04732, 4.53213, -0.18009], [-4.81592, 1.40163, -0.75129], [-5.32402, 1.36393, 0.56361], [-4.45432, 1.40853, 1.61301], [-3.05352, 1.45883, 1.39981], [-2.59302, 1.51043, 0.09701], [-3.45312, 1.48483, -0.91709], [-2.10412, 1.44663, 2.46111], [-2.41672, 1.39233, 3.84551], [-1.41922, 1.34983, 4.77691], [-0.07012, 1.35383, 4.37201], [0.18188, 1.41593, 3.02191], [-0.77892, 1.47543, 2.12161], [-5.47412, 1.36213, -1.60219], [-6.38772, 1.30233, 0.73141], [-4.82762, 1.39243, 2.62311], [-3.02042, 1.54303, -1.91399], [-3.44662, 1.38173, 4.15881], [-1.65462, 1.30933, 5.82851], [0.73708, 1.31243, 5.08061], [1.19648, 1.42273, 2.62831], [-2.94932, -2.20297, -2.14179], [-1.50442, -2.69387, -2.08969], [-0.65992, -1.89567, -3.07879], [-1.47672, -4.16847, -2.47519], [-0.82772, -2.27647, -0.31309], [-0.73902, -0.71687, -0.28009], [-1.97392, -2.94207, 1.06021], [-2.10842, -2.17327, 2.21071], [-2.89502, -2.58877, 3.26851], [-3.57102, -3.79427, 3.19571], [-3.43982, -4.58007, 2.06481], [-2.64652, -4.15537, 1.01401], [0.89108, -2.98967, 0.11291], [1.30708, -4.30257, -0.06879], [2.56028, -4.72107, 0.34551], [3.41988, -3.83387, 0.96891], [3.01708, -2.52537, 1.17571], [1.76968, -2.11517, 0.74641], [-3.35732, -2.29077, -3.15119], [-3.01202, -1.15997, -1.83729], [-3.56702, -2.79007, -1.46399], [-1.04332, -1.99927, -4.09549], [0.37318, -2.23597, -3.06189], [-0.66642, -0.83567, -2.82089], [-1.83962, -4.29367, -3.49949], [-2.12272, -4.75307, -1.82279], [-0.46872, -4.57327, -2.41709], [-1.57752, -1.23477, 2.26701], [-2.97762, -1.97677, 4.15521], [-4.18762, -4.12557, 4.01921], [-3.95352, -5.52937, 2.00271], [-2.54952, -4.78947, 0.14511], [0.64228, -5.01527, -0.53579], [2.86718, -5.74587, 0.18841], [4.39358, -4.16237, 1.30291], [3.67648, -1.83117, 1.67761], [1.44688, -1.09177, 0.90541]],
  "homo_lumo_gap_ev": 6.30,
  "homo_ev": -7.142,
  "multiplicity": 1
}